No. 1
The following is a quantum chemistry calculation of C35H52OP4SeSm as an isolated structure at a distorted geometry, from OMol25.

Spin multiplicity ... 6
HOMO-LUMO gap (alpha / beta) ... 4.75 / 6.09 eV
E_HOMO (alpha / beta) ... -14.820 / -14.821 eV
E_tot ... -5864.03539 a.u.
Expectation value of S² ... 8.768
Net charge ... +3

Cartesian coordinates (Å):
Sm -0.01 -0.31 -0.51
P 0.34 2.43 0.60
P -2.45 0.83 -0.96
P 2.60 0.16 -1.23
H -1.45 -3.05 -6.25
C -0.57 -3.45 -5.72
C -0.38 -3.37 -4.38
H -0.99 -2.67 -3.79
C 0.57 3.89 -0.45
C -0.99 2.99 1.72
C 1.74 2.50 1.76
C -3.18 -0.02 -2.38
C -3.76 0.57 0.29
C -2.87 2.54 -1.40
C 2.84 -0.74 -2.79
C 4.09 -0.31 -0.31
C 3.19 1.80 -1.78
H 0.14 -4.07 -6.32
H 0.31 -4.06 -3.91
H 0.73 4.74 0.23
H -0.33 4.05 -1.05
H 1.44 3.73 -1.09
H -0.88 4.07 1.87
H -0.92 2.51 2.70
H -1.99 2.81 1.33
H 1.94 3.56 1.96
H 2.64 2.05 1.33
H 1.50 2.01 2.71
H -4.23 0.30 -2.37
H -3.11 -1.10 -2.30
H -2.72 0.31 -3.31
H -4.68 0.80 -0.26
H -3.62 1.24 1.16
H -3.78 -0.47 0.65
H -3.97 2.54 -1.43
H -2.45 2.81 -2.37
H -2.52 3.27 -0.66
H 3.91 -0.67 -2.97
H 2.30 -0.26 -3.62
H 2.53 -1.79 -2.72
H 4.83 -0.54 -1.08
H 3.92 -1.20 0.31
H 4.43 0.52 0.32
H 4.16 1.58 -2.23
H 3.31 2.49 -0.93
H 2.51 2.23 -2.54
C 0.28 1.92 -5.65
C -0.20 0.60 -5.63
C -0.02 -0.21 -6.75
C 0.60 0.27 -7.91
C 1.18 1.55 -7.91
C 1.03 2.35 -6.76
Se 0.00 3.13 -4.14
H -0.97 2.33 -3.32
H -0.73 0.25 -4.73
H -0.37 -1.25 -6.69
H 0.66 -0.34 -8.81
H 1.75 1.92 -8.76
H 1.51 3.32 -6.72
O -0.20 -0.79 1.55
P -0.21 -1.30 3.04
C -1.68 -2.29 3.29
C -2.10 -2.58 4.61
C -3.28 -3.29 4.83
C -4.09 -3.70 3.75
C -3.65 -3.43 2.45
C -2.45 -2.77 2.21
C 1.32 -2.19 3.26
C 1.33 -3.49 3.78
C 2.54 -4.18 3.91
C 3.75 -3.57 3.58
C 3.76 -2.24 3.16
C 2.55 -1.54 3.01
C -0.30 0.14 4.11
C 0.81 0.64 4.82
C 0.69 1.80 5.60
C -0.52 2.44 5.74
C -1.65 1.90 5.13
C -1.56 0.76 4.33
H -1.51 -2.25 5.47
H -3.60 -3.51 5.86
H -5.03 -4.23 3.93
H -4.28 -3.74 1.61
H -2.11 -2.61 1.19
H 0.41 -4.00 4.03
H 2.55 -5.22 4.24
H 4.71 -4.11 3.65
H 4.70 -1.73 2.91
H 2.56 -0.50 2.66
H 1.77 0.14 4.76
H 1.60 2.23 6.07
H -0.59 3.38 6.29
H -2.63 2.38 5.26
H -2.45 0.37 3.84

Just the Löwdin charges please, in e? Sure, here they are: atom 1 (Sm): 1.234, atom 2 (P): 0.729, atom 3 (P): 0.653, atom 4 (P): 0.665, atom 5 (H): 0.069, atom 6 (C): -0.068, atom 7 (C): -0.094, atom 8 (H): 0.018, atom 9 (C): -0.248, atom 10 (C): -0.228, atom 11 (C): -0.233, atom 12 (C): -0.249, atom 13 (C): -0.224, atom 14 (C): -0.245, atom 15 (C): -0.247, atom 16 (C): -0.239, atom 17 (C): -0.253, atom 18 (H): 0.083, atom 19 (H): 0.047, atom 20 (H): 0.074, atom 21 (H): 0.032, atom 22 (H): 0.021, atom 23 (H): 0.078, atom 24 (H): 0.019, atom 25 (H): 0.015, atom 26 (H): 0.075, atom 27 (H): 0.023, atom 28 (H): 0.026, atom 29 (H): 0.072, atom 30 (H): 0.050, atom 31 (H): 0.042, atom 32 (H): 0.067, atom 33 (H): 0.052, atom 34 (H): 0.045, atom 35 (H): 0.075, atom 36 (H): 0.011, atom 37 (H): 0.036, atom 38 (H): 0.062, atom 39 (H): 0.057, atom 40 (H): 0.053, atom 41 (H): 0.066, atom 42 (H): 0.037, atom 43 (H): 0.063, atom 44 (H): 0.072, atom 45 (H): 0.047, atom 46 (H): 0.015, atom 47 (C): -0.567, atom 48 (C): -0.150, atom 49 (C): -0.076, atom 50 (C): -0.051, atom 51 (C): -0.045, atom 52 (C): -0.114, atom 53 (Se): 0.882, atom 54 (H): -0.203, atom 55 (H): 0.065, atom 56 (H): 0.067, atom 57 (H): 0.120, atom 58 (H): 0.123, atom 59 (H): 0.105, atom 60 (O): -0.600, atom 61 (P): 0.907, atom 62 (C): -0.303, atom 63 (C): -0.063, atom 64 (C): -0.029, atom 65 (C): -0.025, atom 66 (C): -0.059, atom 67 (C): -0.085, atom 68 (C): -0.285, atom 69 (C): -0.041, atom 70 (C): -0.033, atom 71 (C): -0.032, atom 72 (C): -0.059, atom 73 (C): -0.106, atom 74 (C): -0.283, atom 75 (C): -0.070, atom 76 (C): -0.048, atom 77 (C): -0.043, atom 78 (C): -0.061, atom 79 (C): -0.088, atom 80 (H): 0.126, atom 81 (H): 0.129, atom 82 (H): 0.131, atom 83 (H): 0.122, atom 84 (H): 0.085, atom 85 (H): 0.109, atom 86 (H): 0.127, atom 87 (H): 0.132, atom 88 (H): 0.122, atom 89 (H): 0.093, atom 90 (H): 0.104, atom 91 (H): 0.136, atom 92 (H): 0.132, atom 93 (H): 0.132, atom 94 (H): 0.114


No. 2
The following is a quantum chemistry calculation of C35H52OP4SeSn as an isolated structure at a distorted geometry, from OMol25.

Spin multiplicity ... 1
HOMO-LUMO gap (alpha / beta) ... 3.78 / 3.05 eV
E_HOMO (alpha / beta) ... -17.418 / -17.482 eV
E_tot ... -5419.77043 a.u.
Net charge ... +4

Cartesian coordinates (Å):
Sn -1.00 1.03 -0.47
P -1.81 1.56 1.88
P -2.40 -1.41 -0.76
P -2.97 1.99 -1.92
H 3.57 5.27 -4.55
C 2.96 6.16 -4.28
C 2.72 6.45 -3.00
H 3.32 5.99 -2.20
C -0.46 1.18 3.06
C -3.31 0.70 2.41
C -2.09 3.36 1.90
C -2.21 -2.19 -2.42
C -1.84 -2.77 0.34
C -4.21 -1.39 -0.45
C -2.50 3.64 -2.49
C -4.56 2.19 -1.05
C -3.34 1.08 -3.47
H 2.72 6.76 -5.18
H 1.95 7.15 -2.67
H 0.51 1.23 2.56
H -0.56 0.15 3.43
H -0.46 1.90 3.89
H -3.15 -0.40 2.45
H -4.17 0.90 1.74
H -3.57 1.04 3.42
H -1.17 3.89 1.61
H -2.35 3.65 2.94
H -2.91 3.66 1.22
H -2.75 -3.16 -2.52
H -1.13 -2.36 -2.61
H -2.59 -1.52 -3.21
H -2.44 -3.71 0.30
H -1.88 -2.43 1.39
H -0.81 -3.03 0.09
H -4.62 -2.41 -0.36
H -4.75 -0.90 -1.27
H -4.42 -0.86 0.49
H -3.32 4.09 -3.06
H -1.61 3.59 -3.14
H -2.27 4.28 -1.64
H -5.27 2.69 -1.72
H -4.45 2.79 -0.14
H -5.00 1.22 -0.76
H -3.97 1.70 -4.14
H -3.90 0.15 -3.26
H -2.42 0.82 -4.00
C 0.88 1.40 -3.71
C 1.18 2.62 -3.05
C 1.21 3.76 -3.85
C 0.99 3.81 -5.22
C 0.53 2.63 -5.82
C 0.43 1.47 -5.05
Se 1.02 -0.39 -3.14
H 2.39 -0.07 -2.43
H 1.37 2.71 -1.97
H 1.54 4.68 -3.39
H 1.19 4.73 -5.76
H 0.30 2.58 -6.89
H 0.08 0.53 -5.52
O 0.61 -1.12 1.06
P 1.47 -2.02 1.91
C 2.21 -1.17 3.30
C 3.15 -0.16 3.00
C 3.69 0.62 4.03
C 3.31 0.38 5.36
C 2.42 -0.66 5.66
C 1.89 -1.45 4.64
C 0.64 -3.51 2.53
C -0.44 -3.38 3.43
C -1.17 -4.52 3.80
C -0.82 -5.78 3.30
C 0.28 -5.91 2.44
C 0.99 -4.78 2.04
C 2.88 -2.63 1.00
C 3.91 -3.29 1.68
C 5.05 -3.73 1.00
C 5.17 -3.52 -0.38
C 4.13 -2.89 -1.06
C 2.99 -2.45 -0.39
H 3.46 -0.01 1.97
H 4.42 1.39 3.78
H 3.72 1.01 6.15
H 2.15 -0.88 6.69
H 1.23 -2.28 4.88
H -0.70 -2.41 3.84
H -2.01 -4.40 4.48
H -1.40 -6.65 3.58
H 0.58 -6.88 2.06
H 1.83 -4.88 1.35
H 3.82 -3.45 2.75
H 5.84 -4.23 1.54
H 6.07 -3.86 -0.90
H 4.21 -2.74 -2.14
H 2.18 -1.96 -0.92

Just the Löwdin charges please, in e? Sure, here they are: atom 1 (Sn): 0.732, atom 2 (P): 0.653, atom 3 (P): 0.746, atom 4 (P): 0.653, atom 5 (H): 0.076, atom 6 (C): -0.092, atom 7 (C): -0.073, atom 8 (H): 0.069, atom 9 (C): -0.230, atom 10 (C): -0.231, atom 11 (C): -0.228, atom 12 (C): -0.242, atom 13 (C): -0.258, atom 14 (C): -0.240, atom 15 (C): -0.233, atom 16 (C): -0.227, atom 17 (C): -0.222, atom 18 (H): 0.084, atom 19 (H): 0.072, atom 20 (H): 0.034, atom 21 (H): 0.043, atom 22 (H): 0.078, atom 23 (H): 0.054, atom 24 (H): 0.046, atom 25 (H): 0.083, atom 26 (H): 0.069, atom 27 (H): 0.080, atom 28 (H): 0.044, atom 29 (H): 0.087, atom 30 (H): 0.014, atom 31 (H): 0.024, atom 32 (H): 0.089, atom 33 (H): 0.027, atom 34 (H): 0.039, atom 35 (H): 0.082, atom 36 (H): 0.041, atom 37 (H): 0.023, atom 38 (H): 0.083, atom 39 (H): 0.039, atom 40 (H): 0.061, atom 41 (H): 0.083, atom 42 (H): 0.043, atom 43 (H): 0.035, atom 44 (H): 0.087, atom 45 (H): 0.041, atom 46 (H): 0.043, atom 47 (C): -0.612, atom 48 (C): -0.102, atom 49 (C): -0.066, atom 50 (C): 0.018, atom 51 (C): -0.005, atom 52 (C): -0.118, atom 53 (Se): 1.047, atom 54 (H): 0.010, atom 55 (H): 0.101, atom 56 (H): 0.056, atom 57 (H): 0.135, atom 58 (H): 0.140, atom 59 (H): 0.113, atom 60 (O): -0.432, atom 61 (P): 0.776, atom 62 (C): -0.227, atom 63 (C): -0.005, atom 64 (C): 0.006, atom 65 (C): 0.056, atom 66 (C): 0.044, atom 67 (C): -0.017, atom 68 (C): -0.292, atom 69 (C): -0.124, atom 70 (C): -0.040, atom 71 (C): -0.016, atom 72 (C): -0.025, atom 73 (C): -0.050, atom 74 (C): -0.304, atom 75 (C): -0.055, atom 76 (C): -0.015, atom 77 (C): -0.005, atom 78 (C): -0.031, atom 79 (C): -0.071, atom 80 (H): 0.134, atom 81 (H): 0.137, atom 82 (H): 0.150, atom 83 (H): 0.147, atom 84 (H): 0.112, atom 85 (H): 0.098, atom 86 (H): 0.124, atom 87 (H): 0.129, atom 88 (H): 0.127, atom 89 (H): 0.111, atom 90 (H): 0.126, atom 91 (H): 0.130, atom 92 (H): 0.137, atom 93 (H): 0.117, atom 94 (H): 0.049